No. 1
This record from the OMol25 dataset describes a 14-piece molecular cluster, C42H98N14O14 overall at a distorted geometry. The level of theory is ωB97M-V/def2-TZVPD.

- E_tot: -3478.9436 Ha
- E_HOMO: -9.1211 eV
- Orbital gap: 9.2638 eV
- Largest force on an atom: 3.6 eV Å⁻¹
- Lowest unoccupied orbital energy: 0.14 eV
- Energy above the lowest of the compared OMol25 structures with the same formula, charge and spin: 10.953 eV

Each line ends with the Löwdin charge.
Atoms and positions in Å:
H 29.568 19.275 -19.141  0.077
H 26.435 16.956 -22.833  0.089
N 22.756 16.325 -16.753  -0.181
C 29.278 20.598 -24.118  -0.306
H 25.815 15.378 -23.556  0.099
H 24.550 18.197 -21.200  0.071
C 30.298 16.952 -16.324  -0.026
H 28.847 23.301 -22.647  0.098
H 26.242 19.707 -18.370  0.079
C 25.101 22.626 -18.618  -0.321
H 29.657 22.311 -21.484  0.059
N 31.639 15.773 -21.585  -0.184
C 26.048 20.266 -11.274  -0.026
H 25.694 14.286 -11.854  0.095
H 33.284 22.848 -16.443  0.079
C 27.773 14.654 -21.778  -0.350
H 26.115 19.852 -10.268  0.087
N 22.749 18.916 -20.322  -0.187
H 24.653 16.172 -17.542  0.068
H 27.370 14.557 -11.973  0.087
H 35.444 17.312 -16.678  0.139
C 28.850 20.697 -17.062  -0.372
O 30.024 20.836 -17.139  0.030
C 25.840 24.002 -16.729  -0.040
H 34.776 22.935 -13.120  0.131
H 33.902 23.484 -19.418  0.090
C 23.710 15.632 -17.624  -0.039
C 30.495 21.993 -12.605  -0.067
C 26.797 19.588 -17.439  -0.078
H 31.278 24.206 -19.079  0.084
H 32.384 19.118 -16.651  0.079
C 25.244 15.322 -14.295  -0.347
H 31.770 15.974 -19.552  0.065
C 27.036 24.060 -18.854  -0.029
C 22.283 19.789 -19.310  -0.072
H 27.052 20.449 -11.656  0.060
H 30.613 17.628 -21.139  0.071
H 30.222 22.867 -18.800  0.061
H 33.368 15.609 -20.372  0.093
H 24.560 19.823 -20.444  0.074
H 29.949 19.629 -14.108  0.084
C 34.354 23.048 -14.131  -0.338
H 24.242 18.976 -13.882  0.064
H 25.802 19.416 -14.153  0.064
H 32.263 18.552 -18.270  0.090
H 29.416 17.570 -16.157  0.071
H 34.009 21.202 -16.658  0.073
H 21.138 15.376 -17.782  0.088
H 25.477 15.991 -19.836  0.067
H 33.972 22.489 -20.962  0.087
O 25.200 22.182 -19.790  -0.053
H 30.849 13.564 -16.698  0.091
C 24.199 18.798 -20.361  -0.026
C 24.643 18.249 -11.561  -0.356
H 24.566 20.617 -13.549  0.097
H 27.910 18.469 -19.255  0.073
O 24.522 18.156 -10.372  0.028
H 31.687 14.897 -17.577  0.070
H 32.216 14.338 -20.130  0.083
O 33.745 17.388 -15.630  -0.007
C 34.901 18.868 -18.763  -0.029
H 30.946 17.402 -17.077  0.055
H 20.876 18.345 -20.753  0.135
C 22.972 17.622 -16.301  -0.316
H 30.571 21.628 -11.581  0.087
O 27.114 22.080 -14.033  -0.042
C 27.789 20.798 -22.105  -0.045
C 31.270 23.124 -18.952  -0.058
H 28.707 14.004 -17.143  0.140
H 31.650 14.737 -15.742  0.093
C 29.486 22.422 -22.555  -0.079
N 34.049 18.538 -17.603  -0.172
H 32.320 17.710 -21.677  0.079
H 28.807 19.502 -12.843  0.072
H 35.063 19.940 -14.784  0.072
N 34.032 21.875 -14.702  -0.160
H 31.424 21.713 -13.102  0.079
H 27.529 17.340 -13.054  0.080
C 28.721 15.092 -16.973  -0.283
H 26.554 18.619 -17.003  0.086
H 31.679 23.106 -17.942  0.060
H 25.290 15.967 -15.186  0.112
H 33.629 19.956 -13.843  0.073
C 21.922 18.197 -21.062  -0.324
H 28.673 19.687 -24.246  0.128
C 31.122 14.619 -16.687  -0.048
H 26.918 21.420 -21.901  0.084
H 22.977 20.069 -18.518  0.080
H 35.024 20.627 -13.133  0.083
C 34.427 17.722 -16.581  -0.339
H 27.046 23.724 -19.891  0.086
O 30.281 20.884 -24.760  0.015
O 22.255 17.340 -21.918  -0.035
H 28.422 23.432 -13.177  0.133
H 32.732 20.272 -17.986  0.073
C 33.414 21.853 -16.017  -0.047
H 28.195 21.380 -16.499  0.127
H 28.967 17.895 -18.154  0.061
H 27.971 23.980 -18.299  0.082
C 26.482 16.142 -20.230  -0.019
C 32.298 15.408 -20.320  -0.040
C 26.414 15.056 -12.132  -0.046
N 25.885 23.572 -18.117  -0.187
H 26.894 17.205 -14.704  0.072
N 25.295 19.312 -12.081  -0.175
C 31.644 14.882 -22.592  -0.334
H 26.308 20.370 -16.858  0.093
H 24.345 17.474 -12.285  0.135
O 34.070 24.142 -14.652  -0.028
H 31.017 17.417 -22.806  0.087
H 26.381 15.833 -11.368  0.082
H 24.855 23.818 -16.301  0.096
H 27.328 19.957 -22.624  0.073
N 26.736 15.465 -21.540  -0.184
O 27.979 14.130 -22.873  -0.004
O 32.403 20.394 -20.994  0.013
H 24.465 22.105 -17.884  0.134
O 24.349 14.506 -14.160  0.008
C 27.206 16.641 -13.825  -0.063
H 30.958 17.028 -15.460  0.083
H 33.040 23.910 -20.964  0.089
N 29.993 15.528 -16.716  -0.161
N 28.158 19.732 -17.650  -0.161
H 30.861 20.780 -19.765  0.108
H 31.123 15.207 -23.506  0.138
C 34.502 20.563 -14.087  -0.015
C 25.002 19.623 -13.442  -0.084
H 28.065 16.010 -14.051  0.087
H 27.136 15.644 -19.514  0.068
H 22.073 17.933 -15.747  0.135
C 32.824 19.242 -17.640  -0.104
H 22.056 20.709 -19.848  0.097
O 32.017 13.721 -22.413  -0.012
O 27.756 15.888 -17.009  -0.057
H 26.628 23.454 -16.212  0.065
H 23.639 14.570 -17.385  0.105
N 26.247 15.627 -13.444  -0.179
C 25.984 15.978 -22.662  -0.041
H 32.447 21.350 -16.000  0.070
H 24.538 18.387 -19.411  0.074
H 35.604 19.675 -18.557  0.082
C 29.094 20.147 -13.674  -0.054
H 24.972 16.088 -22.272  0.076
H 26.033 25.063 -16.569  0.093
C 28.712 18.847 -18.620  -0.029
H 30.465 23.062 -12.394  0.090
C 31.761 21.135 -20.292  -0.382
N 28.772 21.322 -23.055  -0.192
H 20.712 16.678 -16.728  0.086
C 28.199 22.407 -13.511  -0.256
H 28.260 20.025 -14.365  0.063
H 28.286 14.360 -20.849  0.130
H 26.878 25.138 -18.865  0.090
C 33.375 23.115 -20.297  -0.024
N 29.308 21.548 -13.266  -0.160
H 21.302 14.995 -16.145  0.094
O 23.992 18.280 -16.428  -0.016
H 26.590 17.207 -20.435  0.063
H 21.324 19.489 -18.888  0.088
H 30.500 22.494 -22.950  0.097
C 31.366 17.197 -21.798  -0.049
H 28.256 20.394 -21.207  0.076
H 35.516 17.992 -18.967  0.086
H 25.571 21.244 -11.211  0.093
H 34.371 19.253 -19.634  0.077
N 32.124 22.412 -19.956  -0.148
H 23.436 15.837 -18.659  0.081
C 21.398 15.838 -16.830  -0.068

No. 2
This record from the OMol25 dataset describes C43H105BaF3N7O14S as an isolated structure at a distorted geometry. The level of theory is ωB97M-V/def2-TZVPD.

- E_tot: -3860.5982 Ha
- E_HOMO: -8.8404 eV
- Orbital gap: 3.1294 eV
- Largest force on an atom: 3.3 eV Å⁻¹
- Lowest unoccupied orbital energy: -5.71 eV
- Charge: +1
- Energy above the lowest of the compared OMol25 structures with the same formula, charge and spin: 0.000 eV

Each line ends with the Löwdin charge.
Atoms and positions in Å:
H -7.578 0.665 -7.514  0.085
H 7.778 -0.386 -1.617  0.113
H -1.202 2.619 -5.322  0.136
H 2.716 -5.896 4.536  0.088
N 1.780 4.496 6.562  0.028
C 2.203 -5.204 5.204  -0.123
H -0.747 -6.300 -1.183  0.082
H 6.909 7.357 -1.000  0.135
H -2.100 4.072 -3.828  0.138
C 3.552 -3.364 5.084  -0.216
H 1.235 -8.230 -3.622  0.072
H 0.836 2.726 -4.875  0.097
C -6.520 -3.864 -5.102  -0.018
H -0.559 3.786 -6.349  0.125
H 1.078 3.920 6.120  0.075
C -0.747 3.610 -5.290  -0.296
H 1.633 -6.197 -2.295  0.120
H 8.274 -1.508 0.652  0.120
O -1.539 8.572 -0.593  -0.229
H -1.903 -2.112 6.212  0.073
H 1.641 2.792 11.061  0.084
C -6.027 -2.419 -5.358  -0.503
H 1.857 -11.381 0.619  0.077
O 0.451 3.545 -4.554  -0.067
H 4.305 -3.908 4.513  0.121
H -6.225 -1.644 -8.221  0.106
C -3.809 -1.488 5.097  -0.425
C 7.101 7.657 -3.070  -0.212
O 2.075 0.691 0.254  -0.359
H -5.674 -1.780 6.088  0.126
C -0.467 -0.191 -0.115  -0.640
O 1.938 3.477 9.018  -0.193
H -2.588 11.735 -2.296  0.080
H 0.553 4.933 9.638  0.132
H 3.572 -10.944 0.569  0.090
O -1.451 5.930 -4.822  -0.071
H 5.698 -1.938 7.534  0.079
N 1.045 -9.176 -0.807  -0.111
H -5.606 -2.198 -3.249  0.122
H 7.998 8.275 -3.025  0.126
N 6.201 5.633 -2.009  0.013
H 6.553 -1.871 0.786  0.123
C 8.553 5.974 -1.581  -0.042
H -10.011 -1.996 -6.786  0.078
C 2.626 -10.764 -1.949  -0.032
H -3.399 -1.915 7.151  0.075
N 3.481 -1.163 6.355  0.030
C 0.842 4.317 8.786  -0.239
C 0.136 6.022 7.077  -0.090
C 1.274 5.225 7.718  -0.441
H -1.103 9.775 0.896  0.129
N 0.363 10.465 -1.333  0.002
C 2.558 -10.563 0.452  -0.066
C 7.275 -1.145 0.411  -0.244
H 1.047 1.749 9.689  0.082
H 8.893 5.156 -2.217  0.085
H -1.002 11.863 -2.952  0.075
H -2.548 4.295 -5.505  0.129
C 7.239 -1.202 -1.136  -0.239
H -3.182 -3.290 6.230  0.068
C -2.258 7.593 0.176  -0.082
C -5.276 -1.883 5.079  -0.175
C 2.393 -9.740 -0.818  -0.481
H -3.912 -2.890 -4.895  0.078
H 2.786 -0.917 5.665  0.059
H -0.215 -10.028 0.157  0.102
H 2.327 -10.034 1.377  0.079
H 2.722 1.895 9.904  0.088
N -6.674 -1.642 -6.436  -0.122
H -4.376 -3.241 -6.487  0.069
C -6.015 -1.613 -4.073  -0.146
H 0.749 10.512 -0.401  0.062
H 1.857 5.207 5.848  0.051
C -1.778 4.519 -4.768  -0.233
H -1.707 6.987 0.895  0.084
C 3.477 -8.580 -0.830  -0.129
C -8.041 -0.324 -4.881  -0.148
H -9.048 -0.006 -4.613  0.125
C -1.645 11.195 -2.380  -0.052
C 5.055 -2.710 7.112  -0.084
H 4.399 -2.957 7.947  0.082
H 2.224 -11.750 -1.715  0.079
H 2.944 -1.748 6.980  0.052
O 6.907 0.164 0.729  -0.054
H 0.511 6.694 6.305  0.068
O -6.523 -2.333 -7.622  -0.015
H -1.899 10.292 -2.935  0.077
C 1.799 2.459 10.035  -0.073
H 6.347 10.199 -3.733  0.094
F -1.729 0.164 0.127  0.107
H -0.408 6.650 7.782  0.070
H -4.156 0.510 4.838  0.060
H -8.360 -0.688 -8.262  0.079
C -0.624 -7.346 -0.903  -0.035
H 6.134 9.082 -5.129  0.091
H 6.063 0.294 0.290  0.072
C 7.177 6.698 -1.826  -0.404
H 8.438 5.655 -0.546  0.079
H 1.479 -4.639 4.617  0.086
C -8.060 -1.076 -6.198  -0.485
H -7.585 -3.837 -4.874  0.060
H 5.704 -3.543 6.840  0.081
H -9.314 0.302 -7.126  0.089
H 2.852 -2.837 4.436  0.121
H -5.418 -0.708 -4.186  0.115
H 3.638 -10.831 -2.349  0.081
H 1.752 -6.444 -0.555  0.119
H 6.301 5.080 -1.169  0.071
H -7.416 0.565 -4.962  0.118
H -2.672 10.081 0.087  0.131
C -1.613 9.872 -0.062  -0.201
H 9.342 6.725 -1.558  0.075
C 0.321 -8.210 -3.027  -0.049
S 0.752 1.083 0.668  0.459
F -0.281 -0.331 -1.408  0.135
H -0.087 -9.204 -3.205  0.080
H -2.636 0.157 5.087  0.071
C 5.779 9.362 -4.137  -0.079
H 7.722 -2.123 -1.463  0.113
H 3.196 -7.876 -2.842  0.104
H -4.535 -3.377 3.048  0.078
H -8.074 -2.075 -3.606  0.095
O 2.883 -4.235 5.946  -0.176
C -7.476 -1.176 -3.760  -0.177
H -5.682 -4.694 3.271  0.090
H -3.015 8.022 0.832  0.092
F -0.407 -1.417 0.510  0.081
H 7.311 7.076 -3.969  0.123
O -5.486 -3.281 4.765  -0.196
H -0.342 -7.264 0.146  0.080
C -2.988 -2.219 6.188  -0.062
C 0.626 -7.958 -1.577  -0.510
H 3.448 -8.136 0.164  0.118
H -2.647 6.885 -0.556  0.092
C -9.133 -2.213 -6.178  -0.020
H -6.600 -4.403 -6.046  0.080
O 0.028 -10.161 -0.762  -0.003
H -0.899 11.906 -0.523  0.141
C 1.763 -6.951 -1.519  -0.143
H -4.020 -1.580 -6.128  0.078
H -0.619 5.369 6.637  0.080
H 4.482 -8.884 -1.123  0.118
H 0.826 11.273 -1.723  0.068
H -3.435 -1.737 4.104  0.122
H -9.512 -2.604 -5.233  0.076
Ba 1.945 6.637 -2.238  1.780
H -7.440 -0.743 -2.761  0.108
C 3.183 -7.504 -1.817  -0.193
H -6.260 -3.082 2.826  0.083
H 2.044 -10.520 -2.838  0.068
H -5.852 -4.408 -4.433  0.092
H -1.591 -7.834 -1.024  0.083
O 5.826 8.274 -3.181  -0.227
O 0.495 0.947 2.081  -0.332
C -1.002 10.928 -0.995  -0.391
N -3.564 -0.070 5.415  0.026
C 4.354 -2.278 5.870  -0.418
H 2.053 5.936 7.993  0.144
C -4.490 -2.475 -5.720  -0.046
H 3.895 -6.680 -1.848  0.114
H 0.016 3.692 8.448  0.134
C -5.528 -3.626 3.423  -0.133
H 4.743 9.672 -4.272  0.074
H -8.703 -3.101 -6.641  0.072
H 5.323 -0.776 -1.127  0.065
H -5.952 -1.305 4.449  0.121
H 5.009 -1.816 5.132  0.129
H 6.523 5.082 -2.791  0.076
H -1.419 6.116 -5.763  0.085
C -8.327 -0.108 -7.340  -0.043
H -0.425 -7.585 -3.518  0.087
O 5.898 -1.375 -1.609  -0.070
O 0.399 2.425 0.093  -0.431
H 1.646 -5.796 5.931  0.090

Q: The lowest lowest unoccupied orbital energy belongs to which entry?
A: C43H105BaF3N7O14S